[1]
{
  "formula": "C12H36O6S6",
  "method": "ωB97M-V with the def2-TZVPD basis set",
  "symbols": ["C", "S", "O", "C", "H", "H", "H", "H", "H", "H", "C", "S", "O", "C", "H", "H", "H", "H", "H", "H", "C", "S", "O", "C", "H", "H", "H", "H", "H", "H", "C", "S", "O", "C", "H", "H", "H", "H", "H", "H", "C", "S", "O", "C", "H", "H", "H", "H", "H", "H", "C", "S", "O", "C", "H", "H", "H", "H", "H", "H"],
  "xyz": [[3.156, -2.019, 0.371], [3.112, -1.554, 1.989], [2.892, 0.003, 2.197], [1.681, -2.318, 2.591], [3.294, -2.998, 0.033], [4.016, -1.446, -0.136], [2.256, -1.703, -0.132], [0.500, -2.119, 2.187], [1.626, -2.268, 3.813], [1.910, -3.325, 2.356], [-6.551, 1.269, 0.902], [-5.016, 0.811, -0.062], [-5.212, -0.622, -0.361], [-5.203, 1.667, -1.634], [-6.634, 2.329, 0.800], [-6.483, 0.977, 1.899], [-7.331, 0.828, 0.248], [-5.822, 1.159, -2.314], [-4.121, 1.814, -2.135], [-5.559, 2.655, -1.418], [3.502, -1.609, -3.910], [4.446, -0.864, -5.268], [4.350, -1.740, -6.478], [3.345, 0.537, -5.411], [4.190, -2.155, -3.444], [2.489, -2.103, -4.374], [3.148, -0.833, -3.374], [3.874, 1.362, -6.159], [3.190, 0.995, -4.428], [2.320, 0.215, -5.682], [1.330, 2.023, -1.775], [-0.232, 2.278, -1.080], [-1.335, 1.511, -1.792], [0.067, 1.195, 0.356], [1.548, 1.066, -1.808], [2.000, 2.364, -1.220], [1.332, 2.653, -2.783], [0.128, 0.006, -0.101], [-0.799, 1.267, 1.040], [0.955, 1.409, 0.941], [2.886, 3.709, 3.943], [2.029, 3.034, 5.276], [1.234, 4.213, 5.970], [0.692, 2.189, 4.320], [3.495, 3.015, 3.327], [3.480, 4.540, 4.272], [2.127, 4.344, 3.146], [1.145, 1.242, 3.957], [0.256, 2.696, 3.515], [0.010, 1.909, 5.147], [-1.731, -2.592, -0.756], [-2.897, -3.820, -0.270], [-2.272, -5.226, -0.770], [-3.089, -3.787, 1.447], [-0.773, -2.887, -0.355], [-1.964, -1.635, -0.339], [-1.550, -2.479, -1.930], [-2.251, -3.838, 2.044], [-3.745, -4.516, 1.804], [-3.444, -2.824, 1.805]],
  "mulliken_charge": [-0.752, 0.325, -0.556, -0.820, 0.531, 0.277, 0.094, 0.151, 0.299, 0.459, -1.013, 0.620, -0.625, -0.858, 0.354, 0.332, 0.292, 0.363, 0.193, 0.344, -0.309, 0.456, -0.602, -0.701, 0.419, 0.305, -0.318, 0.284, 0.159, 0.323, -1.181, 0.452, -0.600, -0.609, 0.246, 0.768, 0.254, -0.099, 0.382, 0.361, -0.781, 0.436, -0.637, -0.652, 0.320, 0.366, 0.199, 0.128, 0.260, 0.371, -0.595, 0.499, -0.684, -0.985, 0.188, 0.207, 0.299, 0.360, 0.355, 0.350],
  "gap_ev": 8.349,
  "e_above_lowest_kj_mol": 662.9
}

[2]
{
  "formula": "C20H30NPZn",
  "method": "ωB97M-V with the def2-TZVPD basis set",
  "symbols": ["C", "C", "C", "C", "C", "C", "C", "C", "N", "Zn", "C", "P", "H", "H", "H", "H", "H", "H", "H", "H", "C", "C", "H", "C", "C", "H", "H", "H", "H", "H", "H", "H", "H", "H", "H", "H", "H", "H", "H", "C", "C", "C", "C", "C", "C", "C", "H", "H", "H", "H", "H", "H", "H"],
  "xyz": [[0.588, 3.321, -2.900], [-0.732, 2.929, -2.642], [-1.000, 1.754, -1.902], [0.087, 1.061, -1.426], [1.402, 1.373, -1.717], [1.663, 2.540, -2.459], [-2.433, 1.366, -1.680], [-2.808, -0.015, -1.095], [-1.748, -1.090, -1.119], [-0.350, -0.473, -0.072], [2.526, 0.483, -1.195], [1.799, -1.043, -0.439], [-1.560, 3.530, -3.006], [2.702, 2.821, -2.658], [0.789, 4.244, -3.451], [3.097, 1.028, -0.417], [3.231, 0.216, -2.003], [-2.890, 2.116, -1.017], [-2.972, 1.475, -2.632], [-3.135, 0.103, -0.057], [3.073, -1.462, 0.757], [2.317, -2.562, -1.906], [-3.651, -0.426, -1.670], [-1.372, -1.320, -2.555], [-2.310, -2.355, -0.530], [-0.526, -0.729, 2.565], [-2.100, -2.014, -2.997], [-1.390, -0.388, -3.129], [-0.375, -1.769, -2.611], [-3.320, -2.478, -0.971], [-1.659, -3.218, -0.790], [-2.371, -2.257, 0.574], [3.402, -2.343, -1.774], [2.384, -3.458, -2.594], [1.765, -1.908, -2.616], [4.049, -1.467, 0.251], [3.064, -0.775, 1.613], [2.842, -2.470, 1.124], [1.771, -3.214, -1.187], [-0.478, 0.971, 1.334], [-0.349, 0.383, 2.738], [-1.520, 0.511, 3.644], [-1.351, 0.183, 4.971], [-0.076, 0.110, 5.556], [1.045, 0.491, 4.787], [0.927, 0.780, 3.449], [-1.452, 1.458, 1.193], [0.330, 1.672, 1.093], [-2.492, 0.742, 3.197], [-2.235, -0.007, 5.581], [0.034, -0.215, 6.588], [2.018, 0.509, 5.287], [1.749, 1.288, 2.911]],
  "mulliken_charge": [-0.846, -0.985, 1.320, 0.237, 1.320, -0.598, -1.456, -0.821, 0.178, -0.943, -1.305, 0.069, 0.455, 0.440, 0.348, 0.444, 0.533, 0.451, 0.513, 0.480, -1.115, -1.262, 0.531, -0.899, -1.006, -0.130, 0.424, 0.351, 0.042, 0.380, 0.339, 0.233, 0.366, 0.408, 0.285, 0.429, 0.319, 0.392, 0.304, -1.029, 0.715, -0.867, -0.321, -0.565, -0.333, -0.748, 0.476, 0.645, 0.307, 0.345, 0.373, 0.331, 0.445],
  "gap_ev": [6.200, 6.231],
  "e_above_lowest_kj_mol": 435.3
}

[3]
{
  "formula": "C4H4O6Pr",
  "method": "ωB97M-V with the def2-TZVPD basis set",
  "symbols": ["O", "C", "O", "O", "Pr", "O", "C", "C", "O", "O", "C", "H", "H", "H", "H"],
  "xyz": [[1.024, 0.028, 1.348], [0.696, -1.140, 0.875], [-0.333, -1.725, 1.212], [1.377, -1.488, -0.178], [-2.763, -1.208, 1.824], [-2.421, 0.943, -1.731], [-3.275, 0.789, -0.816], [1.890, 0.732, 0.430], [-4.432, 0.564, -1.260], [-2.947, 0.690, 0.411], [2.094, -0.281, -0.701], [2.808, 0.993, 0.961], [1.384, 1.649, 0.112], [3.135, -0.606, -0.803], [1.764, 0.061, -1.684]],
  "mulliken_spin": [0.000, -0.001, -0.003, 0.000, 2.058, 0.569, -0.082, 0.000, 0.502, -0.041, 0.000, 0.000, 0.000, 0.000, 0.000],
  "spin_multiplicity": 4,
  "gap_ev": [5.389, 6.660],
  "total_charge": 2,
  "e_above_lowest_kj_mol": 94.4
}

[4]
{
  "formula": "C7H8IO2P",
  "method": "ωB97M-V with the def2-TZVPD basis set",
  "symbols": ["O", "P", "C", "I", "O", "C", "C", "C", "C", "C", "C", "H", "H", "H", "H", "H", "H", "H", "H"],
  "xyz": [[-2.061, 0.645, 1.223], [-1.048, -0.233, 1.806], [-1.812, -2.098, 2.371], [-2.629, -1.827, 4.340], [0.030, -0.672, 0.725], [0.389, 0.069, -0.368], [0.824, 1.381, -0.194], [1.271, 2.095, -1.377], [1.375, 1.442, -2.593], [1.078, 0.100, -2.656], [0.641, -0.619, -1.550], [-0.456, 0.127, 3.072], [-2.411, -2.613, 1.712], [-0.969, -2.723, 2.596], [0.888, 1.939, 0.757], [1.496, 3.190, -1.121], [1.693, 1.964, -3.552], [1.271, -0.511, -3.641], [0.429, -1.655, -1.549]],
  "mulliken_charge": [-0.597, 0.577, -0.941, 0.041, -0.309, 0.533, -0.173, -0.344, -0.462, -0.155, -0.618, 0.151, 0.475, 0.338, 0.287, 0.249, 0.293, 0.219, 0.436],
  "gap_ev": 9.758,
  "e_above_lowest_kj_mol": 81.8,
  "smiles": "O=[P@@H](CI)Oc1ccccc1"
}